[1]
74
Properties=species:S:1:pos:R:3:forces:R:3 method="wB97M-V/def2-TZVPD" molar_mass_g_mol=690.57 gap_ev=6.07 charge=-1 e_above_lowest_kj_mol=0.0
C -2.54045 1.22511 0.81218 -0.2326 0.0114 0.1698
H 4.71597 5.03429 -1.59674 0.0065 -0.0146 -0.0037
H -3.19507 5.47049 -1.70614 -0.0020 0.0110 -0.0072
H 1.81125 -2.99557 4.33583 -0.0040 0.0007 0.0037
N -0.53956 0.83317 -4.13240 -0.0406 -0.0851 0.0353
H -1.49190 -0.43071 3.32639 -0.0118 -0.0261 0.0521
C -1.37604 4.59104 -1.02396 0.0008 -0.0125 -0.0084
H 1.64451 -1.86124 0.32754 -0.0504 0.0379 0.0090
H -1.96142 1.45318 -1.33321 -0.0762 -0.0143 0.0393
N 1.91057 1.49665 1.05342 0.2841 0.1249 0.3210
H 3.28494 -1.41795 3.06986 0.0026 0.0218 -0.0045
H -2.56531 5.34961 -4.11167 -0.0029 0.0030 -0.0040
H 1.60833 -0.95591 -1.21660 0.0225 0.0776 -0.0114
H -0.38305 4.33611 -4.73059 -0.0105 -0.0047 -0.0062
C 4.80913 3.41751 -0.15767 0.0229 0.1361 -0.1004
H -2.50862 -0.79537 0.06705 -0.0196 0.0019 0.0071
Ag -0.41444 1.63093 0.81138 -0.4738 0.0664 -0.2575
C 0.72088 -6.53261 1.23473 -0.0092 0.0042 0.0060
H 0.28343 -5.27822 2.92203 -0.0019 0.0129 -0.0017
C 1.40008 -2.10751 3.87131 0.1315 0.0166 -0.0459
C -0.74190 0.80712 -2.77378 -0.1314 0.0852 0.0752
O 0.07560 0.30200 -2.01525 0.0197 -0.0811 -0.1237
H 1.09978 -7.50189 -0.63569 0.0052 -0.0030 -0.0008
H 1.39178 -8.56491 1.49490 -0.0055 0.0065 -0.0153
C 0.35182 -4.23112 -0.28752 -0.0267 0.0371 0.0141
H 2.31316 5.01665 -1.82300 -0.0218 0.0085 0.0068
C 1.64667 -0.11650 2.59276 0.1537 0.4381 -0.2211
H 0.76007 -5.42813 -1.99318 -0.0038 -0.0044 0.0024
H -0.05884 -8.16167 2.41097 -0.0091 0.0055 -0.0084
H -2.35675 2.04990 -2.87892 -0.0073 0.0146 -0.0156
H 2.44743 -2.55305 -1.11742 -0.0015 0.0001 -0.0041
C -0.13246 4.02319 -1.35003 -0.0082 0.0546 0.0953
C -1.89321 4.98093 -3.34713 0.0099 -0.0117 0.0105
H 1.10817 3.44157 -3.01179 0.0114 -0.0007 0.0211
N -1.93692 1.30796 -2.34041 0.1682 0.0565 -0.1314
N 0.62746 3.49188 -0.31969 -0.0930 -0.1854 -0.1895
C 0.39267 -5.32013 1.84334 0.0068 -0.0312 0.0166
H 0.36256 0.53115 -4.44932 0.0436 0.0427 0.0050
S 0.08904 -2.74719 -1.26922 0.0558 0.2243 0.1256
N 2.48156 0.82645 1.96174 0.1881 -0.1275 -0.2389
C 0.19860 -4.17607 1.09164 0.0032 -0.0599 -0.0267
C -3.13227 -0.00831 0.48562 0.2053 -0.0713 -0.0244
C 0.90221 -7.77516 2.06448 0.0161 -0.0173 0.0304
C -2.23793 5.05532 -1.99926 0.0071 -0.0080 0.0136
C 0.19154 3.93408 -2.71366 0.0022 -0.0013 -0.0033
C -5.30245 0.70011 1.14831 0.0259 -0.0099 -0.0142
C -0.43845 -0.69136 3.32918 0.0902 0.0372 -0.0922
O 0.26026 -3.14705 -2.69103 0.0673 -0.1135 -0.0819
C 4.13880 4.30857 -1.03318 0.1965 -0.0475 0.0408
H 4.53298 1.81700 1.22457 0.0033 -0.0123 -0.0066
H -1.07887 1.44242 -4.71829 0.0073 0.0303 -0.0114
F -6.63559 0.44814 1.30655 -0.0416 -0.0144 0.0117
C 0.04094 -1.82779 3.95872 -0.1883 -0.0203 0.0289
H -4.91276 -1.24853 0.37522 0.0208 -0.0183 -0.0104
N 0.35556 0.15609 2.67681 -0.3593 -0.1975 0.3310
C 0.66422 -5.42053 -0.91411 0.0231 -0.0267 -0.0257
C -3.44657 2.17483 1.31664 0.0645 0.0674 0.0197
C 2.65709 2.47490 0.42674 0.2276 -0.1451 0.0992
H 1.50806 -7.57250 2.94902 0.0003 0.0031 0.0012
C 4.06614 2.52868 0.55806 -0.2281 -0.0989 0.0282
H -3.08370 3.16031 1.59587 0.0086 0.0080 -0.0011
C 1.94876 3.40494 -0.40167 0.2853 0.1749 -0.0918
H -5.48338 2.69122 1.88439 0.0201 0.0290 0.0006
C -4.81006 1.93866 1.49201 0.0128 -0.0507 -0.0226
H -0.06598 -3.24309 1.57265 -0.0182 0.0564 0.0448
C 0.85024 -6.56630 -0.14769 -0.0029 0.0201 -0.0150
H -0.63527 -2.47483 4.50181 0.0049 -0.0078 -0.0086
C 2.78760 4.29352 -1.17542 -0.2818 -0.0922 0.1025
H -1.65481 4.62149 0.02159 -0.0081 -0.0030 0.0176
C 2.22270 -1.24489 3.17467 0.0307 -0.1545 0.0771
C -4.48732 -0.28925 0.64363 -0.0387 0.0461 0.0175
C -0.66988 4.41759 -3.68727 -0.0130 -0.0287 -0.0045
C 1.62097 -1.93856 -0.75920 -0.0279 -0.1787 -0.0408
H 5.88771 3.43911 -0.07148 -0.0045 0.0078 0.0002

[2]
9
Properties=species:S:1:pos:R:3:forces:R:3 method="wB97M-V/def2-TZVPD" molar_mass_g_mol=201.95 gap_ev="5.83 / 5.75" charge=0 e_above_lowest_kj_mol=221.1
I -4.99438 0.04458 -0.15057 -0.7880 1.2176 -0.5032
C -1.54232 -0.04321 0.53099 2.7988 1.7589 -0.1017
O -1.98958 0.93867 1.04940 -1.1969 0.5535 0.5813
H 0.55943 0.28721 0.93332 0.0171 0.0395 0.0412
H 0.29574 -0.98069 -0.31004 0.1747 0.0326 -0.0359
H 0.02294 0.74195 -0.71470 0.0683 0.0307 -0.0144
O -1.95996 -1.16221 0.20777 -3.1792 -2.5937 -0.4852
O -4.03134 -1.41651 0.38669 2.6563 -0.8238 0.4670
C -0.01847 -0.01389 0.06526 -0.5511 -0.2154 0.0510

[3]
41
Properties=species:S:1:pos:R:3:forces:R:3 method="wB97M-V/def2-TZVPD" molar_mass_g_mol=270.33 smiles="COCCNC(=O)CCCCCN1C(=O)CCC1=O" gap_ev=9.56 charge=0 e_above_lowest_kj_mol=0.0
C 3.76921 -0.44305 0.11104 0.1292 -0.2747 -0.2189
C 1.63371 -1.31671 0.10701 0.0945 -0.2230 -0.1873
H -3.45108 0.80336 1.60553 0.0777 -0.1286 0.0404
H -4.31840 -0.58792 -0.42707 -0.0042 -0.0113 0.0784
H -2.73451 -3.74148 -0.55246 0.0781 0.0194 -0.0581
H -4.94053 -0.94654 1.20458 0.0282 0.0756 -0.0596
H -2.90731 -2.18683 -1.40693 0.0179 0.0020 -0.0167
H -1.21225 -0.18352 0.01031 0.0801 0.1427 -0.0325
H 1.10713 0.39744 1.92812 0.1027 -0.0194 0.0032
H 2.82597 0.69430 2.30568 -0.1159 -0.0510 -0.0584
H 4.12245 -1.28916 -1.81532 0.0215 0.0259 0.0581
C 1.98838 2.10142 0.90325 -0.2480 -0.0417 0.0346
N -2.00829 0.40329 0.20555 0.1775 -0.3599 0.1217
C -1.11768 1.94310 -1.45848 0.0337 0.0311 -0.0051
C 0.62473 2.44363 0.30305 0.2735 -0.1208 -0.1490
C 2.07230 0.69661 1.51328 0.0801 0.3221 0.1727
H -2.43727 -0.62713 1.95929 -0.0344 0.0324 0.0196
H 0.49468 0.64327 -0.88123 0.0359 -0.0487 -0.0447
O -3.13052 2.30968 -0.20659 -0.3262 0.2576 0.0541
H 0.58426 3.51856 0.11614 -0.0751 0.0443 0.0208
H 1.95926 -2.28468 -1.77084 -0.0480 0.0160 0.0739
O -3.72081 -2.34209 0.49314 -0.0531 -0.1323 0.0651
H 2.77335 2.21262 0.15336 0.0844 0.0656 0.0528
H -1.72001 -2.36000 -0.08219 -0.0275 -0.0459 -0.0704
C -2.71152 -2.65859 -0.43614 0.0180 -0.0328 0.0341
H 1.00276 2.06188 -1.78241 0.0301 -0.0667 -0.0093
H -1.31782 1.35712 -2.35977 -0.0490 0.0451 -0.0289
H -1.26809 2.99533 -1.70571 -0.0751 -0.0689 0.0150
C -2.18179 1.58267 -0.42676 0.3694 0.0131 -0.3647
H 2.19837 2.81426 1.70185 0.0926 0.0052 -0.0048
H 4.60503 -2.32015 -0.47754 0.0049 0.0776 0.0040
C -2.96387 -0.07645 1.17726 -0.4495 -0.1327 -0.1562
H -0.15196 2.21292 1.03495 -0.0368 0.0601 0.0606
O 0.45968 -1.40965 0.37923 -0.1856 -0.0609 0.0685
O 4.66323 0.29138 0.42898 0.1290 0.1430 0.0806
C 3.83166 -1.63392 -0.82236 0.1570 -0.0854 -0.1066
H 2.41126 -3.24193 -0.36944 -0.0556 0.0453 0.0035
N 2.46572 -0.32975 0.56430 -0.1648 0.1763 0.2198
C -4.05421 -0.97803 0.56720 0.0392 0.2765 0.2370
C 0.32230 1.71028 -1.00228 -0.1900 0.1630 0.1452
C 2.43246 -2.23556 -0.78954 -0.0164 -0.1352 -0.0923

[4]
16
Properties=species:S:1:pos:R:3:forces:R:3 method="wB97M-V/def2-TZVPD" molar_mass_g_mol=126.25 smiles=CCSSC.O gap_ev=8.11 charge=0 e_above_lowest_kj_mol=122.4
S 0.80257 -0.76956 0.41181 -1.3747 -1.6515 -2.8438
H 2.91350 0.97359 1.57045 -0.3150 0.0064 -0.2060
O -1.93409 -3.18019 0.51742 0.0959 -0.1086 -0.2357
H -1.37036 -3.62560 -0.12630 -0.0624 -0.1627 0.1392
H 2.44178 2.51474 0.88002 -0.0930 0.0530 0.0695
H -1.56241 1.12262 -0.92657 0.9378 -0.4080 -0.1762
H 0.40586 1.52934 -0.22600 0.4157 -0.4137 0.2920
H -2.51918 0.10873 -1.92072 1.4139 -0.5873 1.1436
C 0.97192 0.96961 0.54203 0.2160 1.3554 0.9242
S -0.40338 -0.96953 -1.68244 2.6234 -0.0022 2.1913
C -1.67606 0.03998 -1.11325 -3.9989 1.6162 -0.4247
H -1.89151 -2.27531 0.19564 -0.0370 0.1315 0.1476
C 2.42451 1.43808 0.70146 0.2417 0.2736 0.1822
H 0.48278 1.17266 1.51341 -0.0018 0.2931 -0.4782
H 3.08790 1.26896 -0.14152 -0.2497 -0.2642 -0.3324
H -2.17384 -0.31813 -0.19545 0.1883 -0.1309 -0.3924

[5]
22
Properties=species:S:1:pos:R:3:forces:R:3 method="wB97M-V/def2-TZVPD" molar_mass_g_mol=246.61 gap_ev=4.08 charge=0 e_above_lowest_kj_mol=422.0
C 1.67304 -2.00783 -1.14296 0.4343 0.9624 0.9310
C 1.21991 1.49624 -0.05226 1.8550 0.0008 0.8603
H 2.57673 -2.38015 -1.64746 -0.1406 0.1622 0.2445
H -0.91429 1.77684 -2.01782 -0.0546 -0.1501 0.1636
C -2.34886 0.93530 -0.60502 -0.3841 0.9130 -0.8322
Cu -4.23962 -1.62283 0.11924 1.8208 1.5543 -0.0641
C 1.71164 0.02475 -0.01604 3.2272 -1.3617 0.4308
H -0.54396 0.11472 -1.43699 0.0502 0.2072 -0.1040
H -3.03543 0.95088 -1.47428 0.2016 -0.0357 0.2279
C -0.93534 1.09775 -1.15506 -0.0079 -0.1208 0.0362
H 0.80182 -2.53212 -1.56110 0.0434 0.1993 0.1993
H -2.59591 1.82554 0.00676 0.0728 -0.1807 -0.2240
O 2.92250 -0.25829 0.41721 -1.0830 1.7733 -0.7256
H 1.05433 -2.84235 0.78426 -0.3791 0.1832 -0.1147
O 1.53977 -0.60494 -1.31915 -0.9778 0.6360 -1.5101
O 1.95077 2.40607 0.23435 -0.9382 -0.5289 -0.5136
C 1.77993 -2.11919 0.38528 -2.1742 -1.7339 0.3950
H 2.72368 -2.54944 0.74258 0.0158 1.4587 0.3047
O -0.11593 1.68276 -0.12058 -1.1513 0.2840 -0.0363
O -2.47516 -0.22850 0.14432 -1.5257 -2.0212 0.7702
Li -0.94565 -0.34627 1.15107 0.4128 0.0144 -0.1946
O 0.83491 -0.72384 0.82173 0.6827 -2.2160 -0.2439

[6]
21
Properties=species:S:1:pos:R:3:forces:R:3 method="wB97M-V/def2-TZVPD" molar_mass_g_mol=191.12 gap_ev=6.12 charge=-1 e_above_lowest_kj_mol=112.2
H 0.41198 -0.02910 2.04381 -0.1523 -1.2058 -0.7603
C 2.06203 -1.39166 -1.19097 -1.3868 -0.1478 -0.7379
H 0.07897 -1.81584 1.46304 0.5453 1.0301 0.6519
O -2.95825 -2.25637 -1.22719 -0.3250 -0.1685 -2.3949
H -2.74716 4.06479 0.85927 -0.1245 -1.2685 -0.1913
C 0.77228 -0.92555 1.44767 -1.8154 0.6950 -0.5040
H -3.61685 2.44183 0.74021 -0.4468 0.5631 -0.2510
P 0.60854 -0.55429 -0.40344 1.9347 2.0415 0.9992
H 1.48038 -1.54268 -2.12457 0.9780 0.0585 -0.1229
C -1.69999 2.37424 0.02422 0.8257 -0.3973 -0.0026
H 2.24311 -2.39721 -0.82620 -0.3236 -0.1696 0.5495
C -0.75161 1.76686 -0.43646 -0.2425 0.2964 0.3839
C -2.50729 -2.03100 -0.19849 -0.7891 -0.3265 0.8145
C -2.91362 3.12144 0.25063 0.3555 1.4668 -0.1321
C 0.43480 1.18239 -0.88233 1.0544 -1.5966 0.3822
O -2.45151 -1.99082 0.95668 0.9632 0.4468 1.4801
H -3.20686 3.54268 -0.73108 -0.7724 -0.4440 0.4128
O -0.57421 -1.25069 -0.93226 -1.6170 -1.5034 -0.3014
F 1.56800 1.93516 -0.41401 0.3383 0.1632 0.0434
H 3.03668 -0.96456 -1.35083 0.0527 0.7898 -0.0551
H 1.70876 -1.17312 1.89572 0.9474 -0.3233 -0.2640

[7]
11
Properties=species:S:1:pos:R:3:forces:R:3 method="wB97M-V/def2-TZVPD" molar_mass_g_mol=74.08 gap_ev=9.85 charge=0 e_above_lowest_kj_mol=407.5
C 0.96783 -0.56043 -0.15451 -0.4399 -3.5248 0.3790
H 2.18377 0.80341 -0.01092 0.4593 -0.3445 -0.4878
H 0.42771 -1.59397 -0.02242 2.6055 1.1383 -0.5224
H -1.23952 -1.51058 -0.19782 -1.0720 2.7032 0.4842
O 0.14244 1.51052 -0.15586 -0.5900 3.8614 -1.3792
H -1.55464 -0.17656 0.99599 -1.0617 0.6791 3.5143
H 0.49475 1.75156 0.69882 0.2106 -0.6326 1.1150
N 2.16721 -0.22371 -0.04940 1.1448 0.0922 0.8812
N -0.05415 0.23559 -0.38812 -3.6745 -1.8371 0.4621
H -2.12859 0.10998 -0.73434 0.5077 -0.7802 1.4952
C -1.40680 -0.34581 0.01857 1.9102 -1.3549 -5.9417

| no. | total energy (Ha) |
| --- | --- |
| 1 | -2362.082027 |
| 2 | -601.226845 |
| 3 | -919.087694 |
| 4 | -991.864999 |
| 5 | -2332.715441 |
| 6 | -939.060758 |
| 7 | -264.432091 |